The following is a DFT calculation (ωB97M-V/def2-TZVPD) of C37H68Br2ClNO13S as an isolated structure.

Last column: Mulliken charge in e.
Positions of all 123 atoms, in Å:
C: 5.46815 0.37761 -4.40029  -1.24
C: 3.98464 0.50825 -3.99750  0.05
C: 3.32771 -0.85599 -3.81135  -0.95
C: 1.82949 -0.81189 -3.60244  -0.35
O: 1.42776 -0.32169 -2.32324  -0.39
C: 1.33805 -1.26690 -1.30583  -0.78
C: -0.15745 -1.38496 -0.86210  0.18
Br: -0.75965 0.44923 -0.46242  0.05
C: -0.92953 -1.89447 -2.09585  -1.23
C: -2.43269 -2.07779 -2.15900  0.15
C: -3.36357 -1.07321 -1.93062  -0.42
C: -4.71185 -1.32951 -2.07502  -0.93
C: -5.15478 -2.57587 -2.47067  -0.59
C: -4.24318 -3.58469 -2.74343  0.79
C: -4.70822 -4.94475 -3.19344  -1.67
C: -2.89784 -3.31459 -2.58004  -0.47
C: -0.24654 -2.18389 0.46416  -0.23
O: 0.61522 -3.34841 0.48327  -0.41
C: 0.66236 -4.13714 -0.54199  0.63
N: 0.74376 -4.80457 -1.47953  -0.61
C: -1.65622 -2.52901 1.00266  0.83
Cl: -2.11413 -4.15748 0.45243  -0.18
C: -1.77688 -2.45423 2.52835  -0.59
C: -2.25504 -1.08325 3.00891  -1.24
O: 0.30458 -1.35183 1.47186  -0.03
S: 1.87068 -1.08223 1.58578  1.75
O: 2.49453 -2.21125 2.19331  -0.78
O: 1.95398 0.18544 2.22510  -0.72
C: 2.43724 -1.02532 -0.17710  0.38
C: 3.57300 -2.05243 -0.34017  -1.81
Br: 3.21502 0.75265 -0.40064  0.05
H: 6.11120 1.00242 -3.78516  0.25
H: 5.82196 -0.64864 -4.28475  0.47
H: 5.63248 0.65016 -5.44015  0.29
H: 3.92057 1.08383 -3.07849  -0.05
H: 3.45810 1.02628 -4.79825  0.31
H: 3.49234 -1.42380 -4.73353  0.43
H: 3.83442 -1.41330 -3.02070  0.18
H: 1.38921 -1.79184 -3.80103  0.33
H: 1.39467 -0.12294 -4.32843  0.55
H: 1.58698 -2.23769 -1.73937  0.87
H: -0.48161 -2.83930 -2.39842  0.16
H: -0.66802 -1.18416 -2.87887  0.71
H: -3.05353 -0.08072 -1.65186  0.43
H: -5.42982 -0.54432 -1.88513  0.41
H: -6.21435 -2.76991 -2.57532  0.44
H: -3.96143 -5.69369 -2.93377  0.36
H: -4.90292 -4.98157 -4.26166  0.33
H: -5.61176 -5.20433 -2.64343  0.40
H: -2.18846 -4.10762 -2.78140  0.42
H: -2.34511 -1.80477 0.57104  0.19
H: -2.53467 -3.18619 2.80463  0.58
H: -0.86230 -2.76768 3.02490  0.29
H: -1.71477 -0.26258 2.54477  0.24
H: -3.31835 -0.97711 2.79148  0.37
H: -2.15297 -1.02163 4.09069  0.40
H: 3.20920 -2.96675 -0.80419  0.43
H: 4.00347 -2.31340 0.61962  0.45
H: 4.36630 -1.62522 -0.94505  0.52
C: -6.80286 -7.31684 -6.96953  -0.80
O: -6.79116 -7.09220 -5.57236  -0.25
C: -7.92159 -7.62475 -4.90203  -0.52
C: -7.59329 -8.91550 -4.18829  -0.50
O: -7.28299 -9.95613 -5.09895  -0.38
C: -5.89661 -10.21188 -5.21852  -0.68
H: -5.82900 -7.01893 -7.35404  0.23
H: -6.97329 -8.36999 -7.20631  0.34
H: -7.57380 -6.71000 -7.45670  0.31
H: -8.74406 -7.78634 -5.60540  0.36
H: -8.24725 -6.88511 -4.16344  0.37
H: -8.46604 -9.23190 -3.60848  0.38
H: -6.76370 -8.75379 -3.49279  0.30
H: -5.50378 -10.67201 -4.30535  0.32
H: -5.33506 -9.29798 -5.42869  0.28
H: -5.76594 -10.90793 -6.04496  0.25
C: 1.39995 3.05111 7.93004  -0.58
O: 2.05233 2.90502 6.68504  -0.42
C: 1.81556 1.64330 6.07503  -0.65
C: 0.79966 1.73471 4.96254  0.09
O: -0.49151 2.07498 5.45439  -0.42
C: -0.82738 3.43122 5.23724  -0.78
H: 1.50134 4.09125 8.23686  0.10
H: 0.33714 2.80349 7.86001  0.30
H: 1.87058 2.41846 8.69139  0.38
H: 1.48387 0.91748 6.82406  0.35
H: 2.76325 1.29220 5.65648  0.37
H: 0.72498 0.76237 4.47018  -0.05
H: 1.12758 2.46173 4.21446  0.33
H: -1.00348 3.62129 4.17223  0.34
H: -0.04125 4.10177 5.59489  0.33
H: -1.74532 3.63884 5.78531  0.26
C: -1.08749 9.43214 10.04052  -0.70
O: -0.44374 8.35379 10.69108  -0.37
C: -1.29047 7.24053 10.92132  -0.60
C: -1.05009 6.13525 9.91930  -0.29
O: -1.43258 6.51885 8.60942  -0.38
C: -0.34057 6.87446 7.78255  -0.46
H: -0.31914 10.15671 9.77711  0.24
H: -1.59861 9.10673 9.13083  0.31
H: -1.81210 9.91423 10.70594  0.32
H: -2.34138 7.54473 10.89185  0.33
H: -1.07413 6.86256 11.92546  0.37
H: -1.65331 5.26555 10.19856  0.37
H: 0.00350 5.83876 9.94036  0.22
H: 0.24946 5.98842 7.52511  0.03
H: 0.30497 7.61537 8.26085  0.35
H: -0.74566 7.29953 6.86583  0.27
C: 7.14497 6.09802 -7.16972  -0.67
O: 7.05359 6.41964 -5.79539  -0.37
C: 5.99676 5.75523 -5.12401  -0.57
C: 6.49741 4.58517 -4.30960  -0.42
O: 7.00852 3.54989 -5.13337  -0.27
C: 8.42217 3.51253 -5.18325  -0.86
H: 8.06960 6.53380 -7.54362  0.24
H: 7.16915 5.01701 -7.32989  0.28
H: 6.30441 6.52447 -7.72807  0.32
H: 5.24234 5.41304 -5.83935  0.33
H: 5.52439 6.47860 -4.45224  0.38
H: 5.66154 4.16954 -3.73688  0.32
H: 7.25932 4.92334 -3.60082  0.36
H: 8.83837 3.17702 -4.22695  0.32
H: 8.84204 4.49012 -5.43296  0.38
H: 8.70051 2.79763 -5.95562  0.26

Summary:
E = -8489.6443 hartree
E_HOMO = -9.005 eV
LUMO level = 0.01008 hartree